Below is a structure of composition C25H21F3N3O2PReS, with properties calculated with the ωB97M-V functional and the def2-TZVPD basis.

```
! wB97M-V def2-TZVPD RIJCOSX def2/J DEFGRID3
* xyz 2 4
Re 0.887 0.529 -1.630
O -2.450 2.431 -2.860
C -1.615 2.147 -2.073
O -0.353 1.739 -2.468
C -1.716 2.192 -0.571
P -0.908 0.708 0.087
C -0.446 1.028 1.788
C -0.098 2.317 2.203
C 0.294 2.537 3.512
C 0.351 1.476 4.409
C 0.010 0.195 4.000
C -0.389 -0.035 2.692
C -1.938 -0.749 -0.023
C -3.327 -0.664 -0.084
C -4.081 -1.829 -0.097
C -3.455 -3.067 -0.033
C -2.067 -3.153 0.027
C -1.309 -1.997 0.021
H -2.731 2.353 -0.212
H -1.104 3.045 -0.268
H -0.148 3.161 1.527
H 0.541 3.538 3.837
H 0.649 1.654 5.433
H 0.039 -0.625 4.704
H -0.679 -1.033 2.393
H -3.837 0.292 -0.114
H -5.160 -1.767 -0.144
H -4.050 -3.970 -0.027
H -1.580 -4.119 0.082
H -0.226 -2.074 0.064
C -2.593 -0.878 -3.855
C -1.452 -1.786 -3.558
C -1.529 -3.162 -3.741
C -0.446 -3.946 -3.385
N 0.694 -3.425 -2.916
C 0.703 -2.124 -2.868
S 2.179 -1.218 -2.451
N -0.283 -1.268 -3.115
H -3.324 -1.373 -4.490
H -2.249 0.035 -4.337
H -3.091 -0.593 -2.929
H -2.425 -3.610 -4.145
H -0.479 -5.025 -3.479
F 6.484 1.607 2.395
C 5.295 2.126 2.713
F 5.406 3.453 2.793
F 4.928 1.651 3.912
C 4.258 1.724 1.673
C 3.980 0.378 1.479
C 3.040 0.017 0.540
N 2.378 0.943 -0.184
C 2.653 2.250 0.009
C 3.590 2.678 0.923
H 4.491 -0.388 2.047
H 2.797 -1.017 0.346
H 2.100 2.960 -0.596
H 3.789 3.733 1.042
*
```

Values from the calculation:
strongest force on any atom	0.03167	hartree/bohr
LUMO (spin up / spin down)	-0.2833 / -0.3168	hartree
energy	-2396.92021	hartree
energy relative to the best compared isomer or geometry (same formula, charge and spin)	125.9	kJ/mol

Here are the Mulliken charges for atoms 1 to 8, given in e: number 1, Re, carries 1.322; number 2, O, carries -0.460; number 3, C, carries 0.281; number 4, O, carries -0.456; number 5, C, carries -0.619; number 6, P, carries 0.297; number 7, C, carries 1.171; number 8, C, carries -0.494